The following is a DFT calculation (ωB97M-V/def2-TZVPD) of C19H22N2O7S in the gas phase in a non-equilibrium geometry.

```
51
Properties=species:S:1:pos:R:3
S 0.85028 -2.01810 2.47354
O -1.96735 2.37744 -2.33901
O 1.34053 -3.01989 1.57327
O 2.92215 1.85401 1.81312
O -5.00026 0.02741 -0.67023
O 2.06779 0.96334 -2.31101
O 1.09407 -2.18447 3.87805
O -2.32226 0.25048 -3.00800
N -2.86301 -0.78695 -0.72587
N 1.45425 -0.53937 1.91928
C 3.27241 0.75764 0.99857
C 1.04311 3.15506 -2.04176
C 1.73629 -0.32385 -2.59800
C -3.69433 0.34708 -2.67050
C 2.88186 -0.56647 1.65572
C -1.52896 1.29927 -2.65339
C -1.82573 -1.78849 3.19631
C 0.39912 -0.41463 -2.81146
C -0.89208 -1.74751 2.17958
C -2.57285 -1.13992 0.58740
C 2.81937 -1.33946 -2.61873
C -3.95047 -0.14963 -1.23667
C -3.15026 -1.50634 2.89294
C -0.12748 0.90599 -2.64236
C 1.54486 1.86214 2.09942
C 0.95167 1.70622 -2.33321
C -1.24411 -1.43777 0.88528
C 1.11093 0.56652 2.78936
C -3.52778 -1.17790 1.60215
H 2.77047 0.84349 0.02522
H 2.41346 -2.32096 -2.39180
H -0.47513 -1.41975 0.12808
H 3.57906 -1.08352 -1.88380
H -4.03846 1.38457 -2.73841
H -0.15432 -1.29384 -3.06867
H 4.35311 0.81625 0.86085
H 0.96649 1.97853 1.16964
H 1.51293 3.67832 -2.87458
H 3.07590 -1.41371 0.99842
H 3.29287 -1.37580 -3.60009
H -2.07868 -0.88029 -1.36207
H -1.50331 -2.03250 4.19549
H 3.44577 -0.69590 2.59077
H -4.55266 -0.93847 1.36899
H -4.24980 -0.26904 -3.38038
H 1.37274 2.72219 2.74794
H 1.65343 3.32419 -1.15581
H 1.61555 0.46682 3.76073
H 0.03101 0.55836 2.94548
H 0.04441 3.55364 -1.89144
H -3.89659 -1.53444 3.67164
```

Values from the calculation:
relative energy (zero: lowest compared OMol25 entry of this formula, charge and spin)	31.1	kcal/mol
lowest unoccupied orbital energy	0.5	eV
structure (SMILES)	Cc1cc(C(=O)OCC(=O)Nc2cccc(S(=O)(=O)N3CCOCC3)c2)c(C)o1

The following is a DFT calculation (ωB97M-V/def2-TZVPD) of C19H22N2O7S in the gas phase in a non-equilibrium geometry.

```
51
Properties=species:S:1:pos:R:3
S 0.71346 1.42927 0.09718
O -2.54638 -0.22296 2.19706
O -3.95352 -1.05401 0.18086
O 3.22778 -0.08602 1.53861
O 2.00161 -2.87541 -1.69387
O 0.62476 1.50813 1.52810
O 3.91508 -0.50562 -0.55232
O 1.27940 0.27348 -0.52803
N 1.48076 -2.16618 0.41874
N 1.64532 2.73419 -0.43879
C 2.30289 -2.36436 -0.63938
C 3.75346 -1.91335 -0.36503
C -0.67102 -2.51199 -0.70922
C -1.87566 2.33876 0.15563
C 0.08550 -2.02835 0.34214
C -2.02642 -2.21512 -0.77553
C -1.87620 -0.98045 1.28613
C 3.89163 1.75178 0.11822
C -3.16288 2.42858 -0.34621
C -2.48726 1.20837 -2.30708
C -3.46468 1.86492 -1.57552
C 2.95232 2.35942 -0.93974
C -0.91166 1.68170 -0.58315
C -1.82804 0.26583 3.30877
C -4.76269 -1.50332 -0.87455
C -2.63961 -1.44007 0.19054
C 3.59075 0.30090 0.45542
C -0.53374 -1.29639 1.35769
C -1.20074 1.10812 -1.80539
H 3.83114 2.32815 1.04360
H 0.07106 -0.92911 2.17035
H -4.39979 -1.14316 -1.84338
H 1.88379 -1.64200 1.19096
H -2.53382 0.88677 3.85873
H -4.82885 -2.59646 -0.89708
H -0.96677 0.86452 2.99985
H -2.72786 0.76411 -3.26131
H -1.49039 -0.55298 3.95269
H -0.42393 0.57166 -2.32538
H -0.20607 -3.08482 -1.49233
H 4.91219 1.78799 -0.26754
H 1.69760 3.42797 0.29395
H 3.41066 3.25752 -1.36146
H -3.93149 2.92363 0.22640
H -4.47190 1.92798 -1.95986
H 4.41063 -2.37552 -1.10377
H -1.61334 2.74664 1.11845
H 2.78631 1.63194 -1.73499
H 4.05511 -2.18458 0.65275
H -2.59145 -2.59124 -1.61313
H -5.75147 -1.08873 -0.68308
```

Values from the calculation:
relative energy (zero: lowest compared OMol25 entry of this formula, charge and spin)	41.8	kcal/mol
lowest unoccupied orbital energy	0.4	eV
structure (SMILES)	COc1ccc(NC(=O)COC(=O)CCNS(=O)(=O)c2ccccc2)cc1OC

The following is a DFT calculation (ωB97M-V/def2-TZVPD) of a molecular structure, C19H22N3O7Ru.

```
52
Properties=species:S:1:pos:R:3
Ru -0.76811 0.11621 -0.17338
O -3.86469 -2.25992 -1.32480
O -1.39100 2.20010 0.23102
O -1.80502 -2.50330 1.58465
O -0.87952 0.07082 1.97163
O -1.92151 0.07223 3.92434
O 0.92366 1.16178 0.06218
O -2.57657 -0.73152 -0.34645
N -0.45878 2.85375 0.77816
N 0.69114 2.30245 0.72300
N -0.74318 0.24179 -2.28096
C 1.81884 2.95000 1.31747
C -2.50300 -3.00304 0.45523
C -3.03122 -1.93129 -0.50207
C 1.73835 4.27639 1.72278
C 4.02241 4.14174 2.47736
C 0.95249 -2.38270 0.24284
C 4.08511 2.82174 2.05933
C -1.88615 1.03996 -2.76532
C 2.98256 2.21478 1.47559
C 0.51278 0.83770 -2.77157
C 0.16671 -1.60811 -0.60541
C -2.52575 -1.66328 2.42739
C 0.00109 -2.03956 -1.92681
C -0.85407 -1.15680 -2.78773
C 2.84778 4.86350 2.30646
C 1.33948 -3.98804 -1.51342
C 1.53249 -3.56406 -0.20431
C 0.57706 -3.21755 -2.38163
C -1.69537 -0.43543 2.72063
H -3.46698 -1.30630 1.99364
H 0.82316 4.83095 1.57973
H 0.43282 -3.53639 -3.40836
H 0.61212 1.84723 -2.38153
H -1.79289 2.05819 -2.39223
H -1.89811 1.04862 -3.85969
H 4.99752 2.25426 2.18588
H -3.34663 -3.63282 0.75079
H -0.56114 -1.18256 -3.84305
H -1.40634 0.89051 4.00826
H -2.80599 0.60139 -2.38702
H 4.88566 4.61021 2.93075
H 1.35416 0.24235 -2.42521
H -1.90494 -1.44382 -2.72439
H -2.75518 -2.15129 3.37994
H 1.78843 -4.91038 -1.85917
H 0.50096 0.86527 -3.86548
H -1.78333 -3.61799 -0.08528
H 2.79483 5.89660 2.62345
H 2.13484 -4.15972 0.47102
H 1.09736 -2.07384 1.27205
H 3.01166 1.18915 1.13971
```

Values from the calculation:
multiplicity	2
relative energy (zero: lowest compared OMol25 entry of this formula, charge and spin)	0.0	kcal/mol
lowest unoccupied orbital energy (spin up / spin down)	0.2 / -0.1	eV

The following is a DFT calculation (ωB97M-V/def2-TZVPD) of a molecular structure, C19H22N5O4PtS2.

```
53
Properties=species:S:1:pos:R:3
Pt 0.69334 -0.13631 -0.46411
S 0.09186 -1.74284 -3.09301
S -0.62654 1.74441 -0.35608
O 1.37913 -1.10948 -3.25888
O -0.35031 -1.41231 0.97130
O -0.00090 -3.17545 -3.27233
O -1.74494 -3.12725 1.04238
N 1.63954 2.18441 1.09088
N 1.95673 0.94106 0.60522
N -0.51756 -1.24087 -1.72677
N 0.14368 3.90981 1.06544
N 2.22506 -1.50042 -0.23831
C -3.22182 0.79221 -7.50631
C 0.49159 2.61879 0.69255
C 4.55131 -1.63810 0.37362
C -1.23372 4.26860 1.35386
C 4.29500 1.21559 1.37468
C -1.57167 -1.95923 -1.02575
C 3.18776 0.42891 0.75381
C -1.42388 5.77239 1.25329
C 2.25145 -2.78694 -0.58230
C -1.21109 -1.74547 -5.52009
C 3.34815 -0.89292 0.29405
C -1.18267 -2.24499 0.41916
C -2.40803 0.15774 -6.41035
C -1.40144 0.26537 -4.21440
C 4.56459 -2.95026 -0.00645
C -2.12799 0.85279 -5.23692
C 3.38423 -3.55939 -0.47648
C -0.94253 -1.03649 -4.36026
C -1.94136 -1.14590 -6.53609
H -0.85243 -2.76159 -5.60961
H 3.35279 -4.59801 -0.76849
H -3.13016 1.87807 -7.48560
H 3.88880 2.09884 1.85978
H -1.18704 0.80707 -3.30158
H -2.90215 0.44099 -8.48768
H 5.01665 1.54125 0.61973
H -2.15302 -1.70156 -7.44284
H -1.87359 3.76056 0.63432
H -2.45738 -1.31175 -0.96537
H -2.47479 6.03612 1.37826
H -2.48418 1.86986 -5.12213
H -1.08570 6.12956 0.28097
H -0.85481 6.29722 2.02376
H 4.83242 0.62073 2.11470
H 5.48253 -3.52176 0.05765
H 1.32530 -3.19910 -0.96246
H 0.81287 4.26377 1.73608
H 5.44667 -1.15521 0.73885
H -4.28119 0.54919 -7.39951
H -1.85571 -2.88406 -1.52618
H -1.53598 3.91729 2.35012
```

Values from the calculation:
multiplicity	3
relative energy (zero: lowest compared OMol25 entry of this formula, charge and spin)	0.0	kcal/mol
lowest unoccupied orbital energy (spin up / spin down)	2.6 / 2.0	eV
total charge	-1

The following is a DFT calculation (ωB97M-V/def2-TZVPD) of a molecular structure, C19H23AuN3O2SSi.

```
50
Properties=species:S:1:pos:R:3
Au 0.00986 0.21478 -0.92209
S 2.28062 -0.08108 -0.62243
Si 4.34203 -0.14530 2.38569
O -1.70836 1.31303 -0.68007
O -1.72287 -1.53267 -0.99605
N -0.16447 0.26279 -2.93036
N 0.22247 -0.73123 -3.74587
N 0.42024 0.22223 1.00065
C -3.80453 2.23653 -0.86822
C 1.75110 0.07085 1.06744
C -3.00705 1.07504 -0.82036
C 4.78168 -1.78329 1.61730
C 0.24435 0.37086 3.31175
C -3.65715 -0.18291 -0.86970
C -3.71163 -2.75900 -0.78637
C -2.94788 -1.46256 -0.88261
C -5.82580 0.93421 -0.98498
C -5.06761 -0.20755 -0.94216
C 1.63106 0.21548 3.39069
C -0.75454 1.18217 -3.68705
C -0.35937 0.37474 2.07654
C 4.77333 -0.10061 4.19389
C -5.17300 2.16962 -0.95020
C 2.44561 0.05869 2.26887
C -0.10872 -0.45440 -5.01572
C 5.11206 1.27568 1.46162
C -0.73703 0.77052 -5.02065
H -0.35647 0.49446 4.20061
H -2.99532 -3.57182 -0.71208
H 2.08781 0.21758 4.37312
H -4.33061 -2.90747 -1.67276
H -1.41710 0.50922 1.90359
H 4.17729 -2.59290 2.03074
H 0.12393 -1.14234 -5.81044
H -1.13261 1.29564 -5.87085
H 6.19198 1.29644 1.62219
H 4.63297 -1.77093 0.53582
H -1.16111 2.06774 -3.22734
H 5.85262 -0.21662 4.31240
H -3.29227 3.18902 -0.83099
H -6.90325 0.87986 -1.04398
H -5.56851 -1.16445 -0.97316
H 4.70790 2.23376 1.79379
H 4.94281 1.19458 0.38601
H 0.67203 -1.54935 -3.36827
H 4.49734 0.84813 4.65878
H -4.37416 -2.76768 0.07893
H -5.74840 3.08606 -0.98592
H 5.83084 -2.02414 1.80052
H 4.29792 -0.91142 4.74975
```

Values from the calculation:
relative energy (zero: lowest compared OMol25 entry of this formula, charge and spin)	7.7	kcal/mol
lowest unoccupied orbital energy	-4.0	eV
total charge	+1

The following is a DFT calculation (ωB97M-V/def2-TZVPD) of a molecular structure, C19H23B11BaBr6F3N4O5S3 in a non-equilibrium geometry.

```
75
Properties=species:S:1:pos:R:3
Ba 0.06599 1.21126 -0.13040
Br -4.29633 -2.24251 -0.56671
Br -3.12108 0.97343 0.80473
Br -3.80452 -2.15403 -4.33511
Br -2.32146 1.24199 -5.12229
Br -1.47177 -0.55540 -2.07379
Br -1.94215 3.12098 -1.92143
S 2.64383 0.10807 0.70866
S 1.98942 3.38183 0.54393
S 0.44048 -3.35760 -0.68066
F 2.16432 5.97207 0.93518
F 3.99272 5.02976 0.25142
F 2.36342 5.36448 -1.12935
O 1.73220 -0.85840 -0.10880
O 0.22543 0.82290 2.48816
O 2.09703 2.71784 -0.76947
O 0.62377 3.60361 0.97098
O 2.90110 2.78668 1.48927
N 1.29530 4.05500 3.90728
N 1.21744 0.98870 7.07538
N -0.18754 -3.28827 -3.25312
N -0.05349 -0.54432 4.27379
C 2.66769 5.04845 0.12472
C 2.89254 -2.14147 2.27424
C 3.92638 -0.09670 3.06680
C 0.82951 -3.30605 -2.34680
C 3.28603 -2.77319 3.44675
C 1.01060 1.32228 5.98932
C 2.34132 -3.12933 -4.20792
C 1.08338 2.95822 4.20371
C 4.37164 -2.76385 5.72332
C 2.12906 -3.24280 -2.84194
C 1.26456 -3.09042 -5.08360
C -0.01277 -3.17692 -4.57047
C 0.29977 0.61080 3.69348
C 0.79384 1.66233 4.64138
C 3.23248 -0.81410 2.09383
C 3.98056 -2.08842 4.43993
C 4.07290 0.23346 -0.35769
C 4.29982 -0.74483 4.22986
C -6.13709 1.37936 -2.63294
B -3.28653 0.20136 -2.29829
B -3.71030 1.07408 -3.78889
B -4.67052 -0.63380 -1.57713
B -5.83713 0.61677 -1.14811
B -5.15018 2.23126 -1.54695
B -5.99190 -0.30956 -2.67471
B -5.40963 0.72860 -4.01650
B -4.40595 -0.56398 -3.37492
B -4.88867 2.30147 -3.32240
B -3.55130 2.01870 -2.24758
B -4.15215 0.95395 -0.87601
H -5.58885 3.17859 -1.00097
H 4.73069 -0.60753 -0.14903
H -5.16737 3.27939 -3.91691
H -6.02242 0.71280 -5.02252
H 3.35200 -3.07936 -4.59058
H 3.03814 -3.81704 3.59536
H 3.69217 0.23782 -1.37414
H 4.04649 -3.80219 5.74288
H -6.71474 0.52720 -0.36724
H 4.83392 -0.19678 4.99672
H 4.15748 0.95219 2.91631
H 2.94864 -3.28152 -2.14032
H -0.52844 -1.22302 3.69892
H 2.33333 -2.66599 1.51104
H -0.15680 -0.62610 5.27282
H 1.40285 -2.98881 -6.14957
H -0.91386 -3.13509 -5.16749
H 5.45376 -2.74226 5.85794
H 4.58272 1.16812 -0.12596
H -7.13789 1.75763 -2.77521
H 3.92994 -2.25031 6.57858
H -6.96057 -0.95190 -2.86711
H -1.14324 -3.28962 -2.89562
```

Values from the calculation:
lowest unoccupied orbital energy (spin up / spin down)	-6.4 / -5.7	eV
total charge	+1

no.,DFT total energy (a.u.)
1,-1771.60829
2,-1771.59122
3,-1522.97851
4,-2227.72916
5,-1875.72833
6,-18570.42505